[1]
The following is a DFT calculation (ωB97M-V/def2-TZVPD) of 2 unconnected molecules or ions with the total composition C12H19NP at a distorted geometry.

Element x y z (Å)
C  1.595  1.169  -3.232
C  0.232  1.273  -2.804
C  2.392  0.100  -2.870
C  -0.265  0.302  -1.943
C  1.868  -1.141  -2.129
C  0.569  -0.884  -1.521
C  -0.127  2.070  2.673
C  -1.607  1.890  3.112
C  0.056  1.063  1.486
C  -2.100  0.978  1.998
C  0.769  -2.657  0.281
C  0.054  -1.662  -0.581
N  -1.283  0.595  1.146
P  -1.595  -1.558  0.121
H  1.937  2.088  -3.521
H  -0.313  2.214  -2.963
H  3.479  0.114  -3.137
H  -1.256  0.261  -1.496
H  1.769  -1.940  -2.823
H  0.094  3.176  2.362
H  0.640  1.895  3.432
H  -1.700  1.219  4.006
H  -2.214  2.815  3.439
H  0.362  1.622  0.642
H  0.774  0.268  1.597
H  -3.195  0.688  2.034
H  1.723  -2.357  0.427
H  0.757  -3.564  -0.224
H  0.252  -2.829  1.269
H  -2.548  -1.024  -0.650
H  2.659  -1.648  -1.606
H  -1.768  -1.523  1.435
H  -2.009  -3.013  0.040

total charge = +1
total energy = -864.3611 Eh
gap between HOMO and LUMO (spin up / spin down) = 7.94 / 7.94 eV
LUMO level (spin up / spin down) = -3.36 / -3.37 eV

Results of the Löwdin charge analysis, in e, for atoms 1 through 5: atom 1 (C): -0.085, atom 2 (C): -0.045, atom 3 (C): -0.008, atom 4 (C): -0.039, atom 5 (C): -0.110

=====

[2]
The following is a DFT calculation (ωB97M-V/def2-TZVPD) of 2 unconnected molecules or ions with the total composition C12H20 at a distorted geometry.

Element x y z (Å)
C  -0.894  0.684  -2.313
C  -0.217  1.981  -2.733
C  -1.464  -0.004  -3.569
C  0.060  -0.248  -1.586
H  -1.760  0.953  -1.696
H  0.741  1.714  -3.205
H  0.130  2.651  -1.950
H  -0.682  -0.403  -4.208
H  -2.238  -0.738  -3.345
H  -2.010  0.749  -4.144
H  0.923  -0.504  -2.211
H  0.580  0.351  -0.843
H  -0.382  -1.093  -1.078
H  -0.816  2.562  -3.432
C  -0.771  -1.732  1.703
C  -0.159  -2.840  2.587
C  0.098  -0.499  1.791
C  1.479  -0.580  1.632
C  -0.443  0.763  2.051
C  2.315  0.502  1.830
C  0.366  1.881  2.071
C  1.745  1.765  1.998
H  -0.954  -2.137  0.709
H  -1.753  -1.511  2.124
H  0.584  -3.405  2.021
H  1.962  -1.543  1.499
H  -1.525  0.838  1.988
H  3.385  0.409  1.725
H  -0.037  2.884  2.130
H  2.401  2.620  2.082
H  -0.927  -3.564  2.842
H  0.263  -2.504  3.530

total charge = 0
total energy = -469.2244 Eh
gap between HOMO and LUMO = 9.98 eV
LUMO level = 0.96 eV
SMILES = CCc1ccccc1.CC(C)C

Results of the Löwdin charge analysis, in e, for atoms 1 through 5: atom 1 (C): -0.480, atom 2 (C): -0.096, atom 3 (C): -0.094, atom 4 (C): -0.080, atom 5 (H): 0.127

=====

[3]
The following is a DFT calculation (ωB97M-V/def2-TZVPD) of a molecular structure, C12H20AlCaClF5Li2MgNO5P at a distorted geometry.

Element x y z (Å)
O  -1.610  1.437  -0.902
C  -1.889  0.345  -1.253
O  -1.880  0.061  -2.626
C  -2.229  -0.806  -0.219
P  -1.017  -2.262  -0.598
F  -0.344  -2.187  1.040
H  -1.070  -0.470  -2.749
H  -1.985  -0.362  0.804
H  -3.311  -1.113  -0.262
H  -0.075  -1.257  -1.070
H  -0.069  -3.302  -0.962
H  -1.988  -3.263  -0.130
H  -1.626  -2.374  -1.900
Li  0.056  -2.261  3.155
C  4.241  0.055  2.011
C  3.041  -0.182  1.214
N  2.096  -0.361  0.585
H  4.342  1.109  2.274
H  4.221  -0.513  2.942
H  5.142  -0.236  1.471
Cl  -1.569  -3.811  4.163
C  3.032  -1.233  -2.494
C  3.776  -0.177  -2.987
C  4.262  -0.215  -4.284
C  3.995  -1.320  -5.100
C  3.247  -2.384  -4.605
C  2.768  -2.342  -3.298
H  2.653  -1.193  -1.481
H  3.975  0.684  -2.360
H  4.849  0.618  -4.665
H  4.370  -1.347  -6.119
H  3.036  -3.239  -5.235
H  2.186  -3.168  -2.908
Li  -3.831  -2.673  5.042
Mg  2.669  0.781  -6.014
F  0.760  3.358  -2.833
Al  0.187  4.902  -2.208
F  0.148  4.842  -0.450
F  -1.408  5.222  -2.812
F  1.267  6.163  -2.721
C  -6.336  1.141  6.415
C  -5.592  -0.183  6.288
O  -5.319  -0.554  5.086
O  -5.330  -0.759  7.334
H  -6.530  1.587  5.439
H  -7.290  0.979  6.917
H  -5.742  1.839  7.003
Ca  -3.610  -1.591  2.507
O  0.509  6.292  2.142
H  0.822  5.721  1.417

total charge = +1
total energy = -3335.9876 Eh
gap between HOMO and LUMO = 1.42 eV
LUMO level = -7.33 eV

Results of the Löwdin charge analysis, in e, for atoms 1 through 5: atom 1 (O): 0.167, atom 2 (C): -0.556, atom 3 (O): 0.035, atom 4 (C): -0.317, atom 5 (P): 0.421